Entry 1:
28
Properties=species:S:1:pos:R:3 method="wB97M-V/def2-TZVPD" molar_mass_g_mol=270.25 smiles="O=C1C[C@H]([PH2]=S)[C@@H](OC(=O)c2ccccc2)O1" charge=0
O 4.5224 1.6779 0.0182
C 3.4191 1.2872 0.1426
C 2.7458 0.7030 1.3576
C 1.8007 -0.3046 0.6650
P 2.5718 -1.8826 0.1295
S 4.4446 -2.0711 0.6030
C 1.2757 0.6074 -0.4332
O 0.4133 1.6222 0.0126
C -0.7809 1.7575 -0.6744
O -0.9336 2.7041 -1.3703
C -1.8569 0.7598 -0.4859
C -3.1046 0.9928 -1.0595
C -4.1109 0.0536 -0.8904
C -3.9057 -1.1158 -0.1734
C -2.6694 -1.3457 0.4174
C -1.6624 -0.3995 0.2582
O 2.4943 1.2620 -0.8595
H 3.3659 0.2396 2.1125
H 2.0758 1.3835 1.8722
H 1.0967 -0.6131 1.4353
H 1.8065 -2.8593 0.7873
H 2.2781 -2.0743 -1.2327
H 0.9296 0.1367 -1.3476
H -3.2781 1.8927 -1.6220
H -5.0769 0.2347 -1.3366
H -4.6815 -1.8540 -0.0602
H -2.4653 -2.2267 1.0001
H -0.7142 -0.5680 0.7341

---

Entry 2:
36
Properties=species:S:1:pos:R:3 method="wB97M-V/def2-TZVPD" e_above_lowest_kcal_mol=93.9 molar_mass_g_mol=267.28 smiles="CC(C)c1onc(C(=O)NC2CCCC2)c1[N+](=O)[O-]" charge=0
C -4.7433 -0.3437 -1.2957
C -4.2894 -0.0758 0.1468
C -5.1878 0.9524 0.8287
C -2.8790 0.3961 0.1109
O -2.6143 1.6914 0.0715
N -1.2803 1.8979 -0.0082
C -0.6794 0.7437 0.0125
C 0.8169 0.7083 -0.1880
O 1.3261 1.4520 -0.9963
N 1.4604 -0.1559 0.6133
C 2.8937 -0.3840 0.5709
C 3.4232 -0.8625 -0.7841
C 4.9315 -0.6983 -0.6250
C 5.1067 0.5733 0.2255
C 3.7288 0.8749 0.8367
C -1.6719 -0.2920 0.0934
N -1.5383 -1.6937 0.1792
O -2.4955 -2.3660 -0.1422
O -0.4881 -2.1470 0.5982
H -4.6615 0.5603 -1.8941
H -4.1381 -1.1277 -1.7427
H -5.7793 -0.6692 -1.2910
H -4.3169 -1.0266 0.6897
H -5.1766 1.8896 0.2787
H -6.2076 0.5800 0.8646
H -4.8533 1.1442 1.8453
H 0.9144 -0.8589 1.0929
H 3.1068 -1.1400 1.3325
H 3.0472 -0.1990 -1.5621
H 3.1267 -1.8856 -1.0109
H 5.3406 -1.5623 -0.0987
H 5.4364 -0.6207 -1.5861
H 5.8562 0.4165 1.0009
H 5.4383 1.4078 -0.3900
H 3.2621 1.7137 0.3238
H 3.7846 1.1069 1.8992

---

Entry 3:
26
Properties=species:S:1:pos:R:3 method="wB97M-V/def2-TZVPD" e_above_lowest_kcal_mol=94.7 molar_mass_g_mol=376.72 charge=+1 multiplicity=3
Pt 8.4760 2.4569 2.8800
Cl 4.4292 2.0784 1.5622
C -4.3372 2.0304 2.3968
C -2.9795 2.2069 1.7702
O -2.8393 2.6684 0.6443
N -1.8739 1.9414 2.5079
C -1.8214 1.3978 3.8036
H -5.1766 2.1367 1.7097
H -4.4764 2.8166 3.1389
H -4.5273 1.1455 3.0042
H -1.0253 2.0226 1.9662
H -1.6779 2.1907 4.5377
H -0.8793 0.8495 3.8077
H -2.5887 0.6583 4.0325
C 1.7717 -3.3288 -2.1419
C 1.6368 -3.1569 -3.6316
O 1.3845 -4.0745 -4.3780
N 1.7173 -1.9490 -4.1176
C 1.9583 -0.7050 -3.4339
H 2.0043 -2.4369 -1.5602
H 2.4181 -4.1809 -1.9319
H 0.8334 -3.7039 -1.7333
H 1.5158 -1.8913 -5.1056
H 2.9814 -0.8164 -3.0749
H 1.2961 -0.5220 -2.5877
H 1.7800 0.1654 -4.0655

---

Entry 4:
116
Properties=species:S:1:pos:R:3 method="wB97M-V/def2-TZVPD" e_above_lowest_kcal_mol=21.9 molar_mass_g_mol=1091.21 charge=+2
Pb 0.2183 0.0316 -0.1974
C -2.5996 2.3334 -4.8115
N -2.1541 1.1103 -4.1867
C -3.0039 -0.0233 -4.5022
C -1.1581 0.9719 -3.3055
O -0.9478 -0.0913 -2.7245
C -0.2149 2.1590 -3.0393
O 0.9339 1.7102 -2.3500
C 1.9320 1.1613 -3.1945
C 2.7111 0.0712 -2.4573
O 2.1141 -0.7108 -1.7176
N 4.0291 -0.0491 -2.6478
C 4.7123 -1.1505 -1.9905
C 4.9054 0.7466 -3.4779
H -2.6716 2.1857 -5.8916
H -1.9374 3.1660 -4.6077
H -3.5945 2.5853 -4.4340
H -2.9206 -0.2634 -5.5631
H -4.0428 0.2173 -4.2772
H -2.6990 -0.8830 -3.9142
H -0.6969 2.8824 -2.3733
H 0.0751 2.6602 -3.9722
H 2.5688 1.9824 -3.5402
H 1.4861 0.6618 -4.0644
H 3.9651 -1.8041 -1.5469
H 5.3748 -0.7757 -1.2081
H 5.3008 -1.7048 -2.7211
H 4.4204 1.6215 -3.8950
H 5.2867 0.1418 -4.3026
H 5.7599 1.0761 -2.8820
C 4.5699 1.5761 1.8404
O 4.0348 0.4737 2.5725
C 2.9206 0.1024 1.9408
N 2.5680 0.7617 0.9081
C 3.5951 1.7519 0.6410
C 3.0947 3.1666 0.5024
C 2.5311 3.8241 1.5885
C 2.1799 5.1587 1.4954
C 2.4097 5.8556 0.3222
C 2.9533 5.2010 -0.7717
C 3.2870 3.8599 -0.6842
C 2.2437 -1.1172 2.3774
C 2.7222 -1.8966 3.4309
C 2.1128 -3.1181 3.6788
C 1.1127 -3.5575 2.8208
C 0.7236 -2.7185 1.7770
N 1.2413 -1.5063 1.6058
C -0.1044 -3.1427 0.6505
N -0.3125 -2.3649 -0.3456
C -0.7404 -3.1836 -1.4643
C -1.0769 -4.5312 -0.7732
O -0.4965 -4.4030 0.5334
C 0.4343 -3.2846 -2.4216
C 0.3929 -2.6922 -3.6737
C 1.4750 -2.7972 -4.5325
C 2.6091 -3.4908 -4.1453
C 2.6601 -4.0772 -2.8928
C 1.5822 -3.9661 -2.0317
H 5.5880 1.3322 1.5341
H 4.5922 2.4561 2.4874
H 4.0787 1.4608 -0.2974
H 2.3819 3.2944 2.5171
H 1.7480 5.6597 2.3491
H 2.1847 6.9099 0.2681
H 3.1346 5.7458 -1.6859
H 3.7253 3.3504 -1.5315
H 3.5612 -1.5540 4.0134
H 2.4448 -3.7330 4.5033
H 0.6630 -4.5317 2.9316
H -1.5984 -2.7266 -1.9581
H -0.6288 -5.3945 -1.2692
H -2.1519 -4.6936 -0.6591
H -0.4844 -2.1426 -3.9753
H 1.4291 -2.3467 -5.5129
H 3.4478 -3.5785 -4.8204
H 3.5374 -4.6271 -2.5842
H 1.6431 -4.4188 -1.0519
C -8.9976 9.3115 5.3661
O -9.1704 8.4987 4.2244
C -8.1737 7.7015 3.8168
C -8.4479 6.9291 2.6788
C -7.5136 6.0606 2.1763
C -6.2628 5.9316 2.7965
C -5.9840 6.7186 3.9181
C -6.9215 7.5886 4.4265
C -5.2780 4.9881 2.3460
N -4.0717 4.8523 2.8656
C -3.4874 3.8319 2.2023
C -4.3635 3.3159 1.2357
N -5.4954 4.0701 1.3464
C -4.0339 2.2007 0.4380
C -4.9214 1.5677 -0.4488
C -4.5061 0.4421 -1.1161
C -3.2041 -0.0202 -0.9123
N -2.3431 0.5674 -0.1108
C -2.7292 1.6443 0.5919
C -1.8223 2.1687 1.5841
N -0.6364 1.5566 1.7627
C 0.1160 1.9180 2.7792
C -0.2028 2.9505 3.6635
C -1.3726 3.6416 3.4659
C -2.2165 3.2416 2.4212
H -9.9313 9.8581 5.4821
H -8.1794 10.0231 5.2287
H -8.8202 8.7077 6.2599
H -9.4173 7.0368 2.2216
H -7.7593 5.4925 1.2908
H -5.0135 6.6225 4.3790
H -6.6805 8.1698 5.3009
H -6.3472 3.9734 0.8191
H -5.9228 1.9501 -0.5790
H -5.1794 -0.0923 -1.7669
H -2.8422 -0.8972 -1.4223
H 1.0210 1.3453 2.9132
H 0.4592 3.1894 4.4800
H -1.6846 4.4584 4.0972

---

In order of appearance, E_tot = -1466.268249 -932.571689 -1075.987286 -3109.622995 a.u..